DFT (ωB97M-V with the def2-TZVPD basis set) results for a single C19H23N3O2S molecule.

Calculated total energy, Ha: -1450.744328
Spin multiplicity: 1
E_HOMO, hartree: -0.2927
Gap between HOMO and LUMO, eV: 8.46
ΔE to the lowest compared entry with this formula, charge and spin, kcal per mole: 52.9

Each line ends with the Mulliken charge.
Element x y z (Å)
C: 5.32973 2.86120 -0.32104  -1.1956
C: 5.79007 1.46388 0.07185  -0.2147
C: 4.92121 0.87129 1.18705  -0.8522
N: 3.61333 0.50115 0.71190  0.9925
N: 2.69551 1.42780 0.46631  -1.3196
C: 1.60679 0.76331 0.06343  -0.1170
C: 0.35717 1.27529 -0.31697  -0.4177
C: -0.62012 0.38188 -0.68128  0.6022
C: -1.98830 0.80754 -1.09311  0.1965
O: -2.65286 0.18519 -1.89794  -0.6201
N: -2.43112 1.95618 -0.50793  -0.1128
C: -3.82718 2.31027 -0.54752  -0.8655
C: -4.56730 1.78953 0.70298  -0.8274
C: -4.36218 0.31946 0.82903  0.5329
C: -3.33902 -0.33020 1.44902  -0.4850
C: -3.37946 -1.73070 1.26599  -0.6186
C: -4.42826 -2.12318 0.50218  -0.4206
S: -5.38865 -0.79422 -0.00724  -0.1480
C: -0.37591 -1.01506 -0.68481  -0.9256
C: 0.82678 -1.53930 -0.31385  -0.7954
C: 1.84649 -0.64860 0.06443  1.3515
C: 3.17248 -0.75954 0.49243  -0.5402
O: 3.95586 -1.83609 0.75016  -0.5206
C: 4.72898 -2.32886 -0.34554  -0.0160
C: 3.88435 -2.93657 -1.45614  -1.1574
H: 5.89665 3.22217 -1.17538  0.3787
H: 4.27309 2.84845 -0.57568  0.3020
H: 5.47236 3.55261 0.50587  0.2951
H: 5.75332 0.80700 -0.80071  0.2012
H: 6.82329 1.49576 0.42289  0.3449
H: 4.79396 1.61207 1.98027  0.4170
H: 5.38056 -0.03029 1.60035  0.3563
H: 0.20938 2.34397 -0.34086  0.6412
H: -1.89433 2.33077 0.25879  0.2921
H: -3.92780 3.39640 -0.62023  0.3694
H: -4.24432 1.84268 -1.44234  0.4118
H: -5.62801 2.02427 0.60829  0.3758
H: -4.17390 2.29079 1.59150  0.3257
H: -2.57884 0.16821 2.02599  0.4345
H: -2.65342 -2.40647 1.68180  0.4227
H: -4.70231 -3.11464 0.20105  0.4466
H: -1.18956 -1.65380 -0.99308  0.5428
H: 1.00040 -2.60443 -0.30576  0.4754
H: 5.35772 -1.52360 -0.74882  0.0559
H: 5.37321 -3.08692 0.10568  0.3842
H: 3.27140 -3.74302 -1.06220  0.2487
H: 4.53592 -3.33501 -2.22913  0.4148
H: 3.23290 -2.18595 -1.89859  0.3579

Forces on atoms 1 to 6 (eV/Å):
0.1 -0.1 -0.1
-0.2 0.1 0.1
0.6 0.1 0.0
-0.4 -0.8 0.0
-0.3 0.9 0.0
0.7 -0.9 0.2

***

DFT (ωB97M-V with the def2-TZVPD basis set) results for a single C19H23N3O3S molecule.

Calculated total energy, Ha: -1526.017726
Spin multiplicity: 1
E_HOMO, hartree: -0.3065
Gap between HOMO and LUMO, eV: 8.80
ΔE to the lowest compared entry with this formula, charge and spin, kcal per mole: 38.0

Each line ends with the Mulliken charge.
Element x y z (Å)
C: 6.18031 -2.85459 1.82569  -1.4172
C: 4.74620 -2.45822 1.65410  0.9245
C: 3.77412 -3.42139 1.42230  -1.0448
C: 2.44623 -3.07809 1.26194  -0.9171
C: 2.06194 -1.74329 1.33488  0.7343
N: 0.70011 -1.44399 1.17044  -0.0085
C: 0.07118 -0.24509 1.25266  0.1006
O: 0.61233 0.81278 1.49011  -0.6964
C: -1.42996 -0.33306 0.97108  0.5177
C: -2.20351 0.62977 1.87469  -0.9838
C: -3.67761 0.65049 1.48168  -0.8613
C: -3.82113 1.00836 0.00454  -0.5972
N: -3.06273 0.06741 -0.78508  0.1403
S: -3.47603 -0.05960 -2.38880  1.2567
O: -4.90322 -0.15254 -2.45792  -0.7084
O: -2.67535 -1.10376 -2.95201  -0.6949
C: -2.97399 1.50887 -3.09834  0.0609
C: -3.87061 2.56160 -3.13650  -0.2766
C: -3.42628 3.78282 -3.61947  -0.4679
C: -2.10267 3.87981 -4.02934  -0.3014
N: -1.25020 2.86925 -3.99571  -0.5948
C: -1.67643 1.70463 -3.54092  -0.1386
C: -1.65145 0.06594 -0.49461  -1.1650
C: 3.02734 -0.77143 1.56473  -0.6664
C: 4.36109 -1.11614 1.72276  0.7955
C: 5.37821 -0.04368 1.96413  -1.6697
H: 6.55391 -2.53356 2.79761  0.3187
H: 6.80194 -2.38690 1.06268  0.3197
H: 6.29366 -3.93301 1.75058  0.3694
H: 4.06044 -4.46183 1.36582  0.3175
H: 1.70646 -3.84538 1.08040  0.3716
H: 0.12789 -2.24990 0.95779  0.2175
H: -1.80199 -1.35072 1.11767  0.2622
H: -2.09491 0.32309 2.91654  0.4210
H: -1.76784 1.62552 1.77211  0.3146
H: -4.22066 1.37719 2.08668  0.3942
H: -4.11507 -0.33496 1.64797  0.3640
H: -4.85852 0.92991 -0.32195  0.4587
H: -3.46374 2.03745 -0.16465  0.3400
H: -4.88641 2.40248 -2.80824  0.4970
H: -4.08619 4.63407 -3.67580  0.3940
H: -1.70148 4.81053 -4.40760  0.3617
H: -0.96771 0.88874 -3.53825  0.4583
H: -1.18831 -0.65182 -1.17361  0.5776
H: -1.20607 1.05981 -0.66162  0.3248
H: 2.72970 0.26210 1.62114  0.5725
H: 4.90588 0.93441 1.98307  0.3701
H: 5.88636 -0.20372 2.91451  0.3256
H: 6.13477 -0.05035 1.18009  0.3288

Forces on atoms 1 to 6 (eV/Å):
0.0 0.0 0.0
0.0 0.0 0.0
0.0 0.1 0.0
-0.1 0.1 0.0
0.3 -0.1 0.0
0.0 -0.5 -0.1

***

DFT (ωB97M-V with the def2-TZVPD basis set) results for a single C19H23N3O5 molecule.

Calculated total energy, Ha: -1278.262282
Spin multiplicity: 1
E_HOMO, hartree: -0.2922
Gap between HOMO and LUMO, eV: 8.69
ΔE to the lowest compared entry with this formula, charge and spin, kcal per mole: 92.5

Each line ends with the Mulliken charge.
Element x y z (Å)
C: 3.18133 4.07905 1.36445  -0.9483
C: 3.35202 3.93230 -0.14041  -0.3105
O: 3.29156 2.55681 -0.53167  -0.3049
C: 2.12966 2.09556 -0.99892  0.4541
O: 1.13802 2.76408 -1.13556  -0.6205
C: 2.23342 0.62752 -1.34284  -1.0299
C: 0.83613 -0.03015 -1.35229  0.3277
C: 0.33271 -0.21160 -2.78961  -0.9926
O: 1.08748 -1.17485 -3.48569  -0.4278
C: 0.98485 -2.42259 -2.84252  -0.6697
C: 1.48851 -2.35009 -1.40078  -0.7286
N: 0.75593 -1.32058 -0.68672  0.3546
C: 1.08038 -1.31544 0.74025  -1.1606
C: 0.57908 -0.10314 1.44641  1.5105
C: 1.37607 0.93745 1.94821  -1.5840
N: 0.64386 1.87848 2.51083  -0.9909
N: -0.61227 1.46617 2.39835  0.2729
C: -0.72548 0.27420 1.75963  0.2811
C: -2.00365 -0.38001 1.53945  0.3237
C: -3.07751 -0.13183 2.39333  -0.9471
C: -4.31573 -0.73962 2.21612  -1.0718
C: -4.44397 -1.60396 1.15609  0.8054
C: -3.37231 -1.86198 0.29847  0.8620
C: -2.14753 -1.27000 0.46244  -1.4331
O: -3.76977 -2.75333 -0.66418  -0.4975
C: -5.12147 -3.04683 -0.38708  -0.2649
O: -5.53512 -2.32560 0.75392  -0.4814
H: 3.23486 5.13032 1.63260  0.4044
H: 3.96872 3.54153 1.88709  0.2532
H: 2.21915 3.68009 1.67822  0.2168
H: 2.56681 4.48022 -0.67048  0.3140
H: 4.33501 4.28603 -0.46183  0.3115
H: 2.69408 0.53433 -2.32931  0.5282
H: 2.90049 0.15650 -0.62129  0.2730
H: 0.13834 0.64616 -0.84709  0.4478
H: 0.42539 0.72479 -3.34069  0.4514
H: -0.72458 -0.51506 -2.76325  0.3155
H: 1.58594 -3.12292 -3.42505  0.3762
H: -0.06492 -2.75346 -2.84109  0.2967
H: 1.30850 -3.30795 -0.90578  0.4332
H: 2.57535 -2.15962 -1.40228  0.3336
H: 0.62131 -2.21535 1.16790  0.4929
H: 2.16877 -1.38423 0.90695  0.5945
H: 2.44449 1.02199 1.92527  0.6604
H: -1.36251 2.05396 2.72437  0.2233
H: -2.95095 0.53112 3.23570  0.4319
H: -5.14030 -0.54614 2.88127  0.4335
H: -1.32956 -1.46368 -0.21155  0.9847
H: -5.74608 -2.76170 -1.24900  0.2458
H: -5.23453 -4.12698 -0.20034  0.2495

Forces on atoms 1 to 6 (eV/Å):
0.0 -0.2 -0.4
-0.1 0.5 0.1
0.4 -0.2 0.1
-0.1 -0.2 -0.1
-0.1 0.1 0.0
-0.4 0.0 0.1

***

DFT (ωB97M-V with the def2-TZVPD basis set) results for a single C19H23N3O5 molecule.

Calculated total energy, Ha: -1278.184832
Spin multiplicity: 1
E_HOMO, hartree: -0.3099
Gap between HOMO and LUMO, eV: 8.46
ΔE to the lowest compared entry with this formula, charge and spin, kcal per mole: 141.1

Each line ends with the Mulliken charge.
Element x y z (Å)
C: 3.10402 3.41809 1.76413  -0.9665
O: 3.57887 2.34700 0.97975  -0.5029
C: 2.72105 1.66005 0.21581  1.2724
C: 1.35353 1.92069 0.16079  -0.6738
C: 0.50135 1.18005 -0.64753  -0.3674
N: -0.86401 1.40988 -0.65109  0.0379
C: -1.60253 2.30050 0.06130  0.5814
O: -1.17836 3.19152 0.76090  -0.6832
C: -3.09801 2.07590 -0.18135  -0.8777
N: -3.37678 0.66114 -0.35297  0.2008
C: -4.58506 0.39886 -1.10847  -1.2600
C: -3.33361 -0.08150 0.90246  -1.2290
C: -2.48922 -1.35326 0.76524  -0.5875
O: -1.15173 -0.99364 1.03489  -0.2139
C: -0.16068 -1.92687 0.91040  0.4602
C: -0.33113 -3.21015 0.40777  -0.4604
C: 0.76544 -4.04969 0.28579  -0.5772
C: 2.02570 -3.62854 0.66388  -0.7162
C: 2.19136 -2.35432 1.18459  -0.5222
C: 1.10890 -1.51002 1.31052  -0.3061
C: 1.00970 0.16444 -1.48182  1.1680
C: 0.11715 -0.62563 -2.39140  -1.8910
C: 2.35902 -0.09170 -1.42718  -0.1493
C: 3.22102 0.61656 -0.59040  -1.0771
N: 4.59578 0.23345 -0.57877  1.0631
O: 5.33171 0.68754 0.27206  -0.6253
O: 4.96035 -0.55796 -1.43291  -0.6701
H: 3.98391 3.81602 2.26610  0.2496
H: 2.38075 3.07820 2.51073  0.3550
H: 2.64993 4.19763 1.14585  0.3606
H: 0.92133 2.69814 0.76634  0.9314
H: -1.43289 0.70894 -1.11576  0.1630
H: -3.35418 2.60240 -1.10591  0.4242
H: -3.66365 2.54434 0.63696  0.4035
H: -4.68944 -0.67619 -1.24819  0.3006
H: -4.50560 0.86708 -2.08873  0.3972
H: -5.49046 0.77506 -0.61153  0.3693
H: -2.86503 0.53035 1.67598  0.4531
H: -4.34369 -0.34640 1.23881  0.4990
H: -2.59297 -1.75629 -0.25119  0.3280
H: -2.82521 -2.11482 1.48197  0.4902
H: -1.30492 -3.56888 0.11069  0.3724
H: 0.62312 -5.04410 -0.11102  0.4061
H: 2.87365 -4.28710 0.55955  0.4167
H: 3.16915 -2.01867 1.49502  0.4451
H: 1.21706 -0.51618 1.71414  0.6175
H: -0.59890 -1.21428 -1.81864  0.2739
H: -0.43048 0.02881 -3.06936  0.4167
H: 0.71233 -1.31332 -2.98518  0.3774
H: 2.79238 -0.87317 -2.03305  0.5227

Forces on atoms 1 to 6 (eV/Å):
-0.2 0.2 0.1
0.0 -0.1 -0.1
0.1 -0.4 -0.3
0.1 0.2 0.3
0.6 0.0 0.0
0.0 -0.2 -0.4